Entry 1:
Molecular formula: C2H2N2O3
Method: DFT, ωB97M-V/def2-TZVPD

The geometry in XYZ format:
```
9
Properties=species:S:1:pos:R:3:forces:R:3
C -0.34978 0.06045 -0.80184 -0.53 1.91 -0.23
C 0.46295 -1.20306 1.10953 -2.17 1.19 -1.68
N 0.12835 1.35294 -0.69258 0.99 -0.31 0.35
N -0.88460 0.07626 0.47800 1.43 -2.92 0.85
O -0.24528 -0.71765 -1.67382 0.16 -2.41 -1.57
O 0.61024 -1.42260 2.21887 0.36 0.06 0.85
O -0.46835 1.38765 0.60866 0.00 2.39 0.85
H 0.72693 -1.63130 0.12196 0.28 -0.14 0.27
H 0.01954 2.09731 -1.36877 -0.52 0.24 0.32
```
Forces are in eV/Å.

Output
**Highest occupied orbital energy**: -9.39 eV
**M**: 102.05 g mol⁻¹
**E_LUMO**: -0.07 eV
**Total energy**: -11223.530 eV
**Spin multiplicity**: 1



Entry 2:
Molecular formula: C2H2N2O2
Method: DFT, ωB97M-V/def2-TZVPD

The geometry in XYZ format:
```
8
Properties=species:S:1:pos:R:3:forces:R:3
C -0.47928 0.46398 -0.86974 0.66 -1.37 0.81
C 0.21446 -0.18589 -0.11528 0.64 -0.46 -1.13
N 2.64516 2.27099 1.51501 2.43 0.41 -0.90
N 1.62616 1.97357 1.80220 1.25 0.68 -0.14
O 0.56730 1.73322 2.14809 -3.68 -1.05 1.12
O 1.12424 -0.81651 0.58707 -0.66 1.33 1.44
H -1.26101 0.43267 -1.57662 -0.49 0.70 -0.22
H 1.59385 -1.56381 0.23058 -0.15 -0.25 -0.97
```
Forces are in eV/Å.

Output
**Highest occupied orbital energy**: -9.79 eV
**M**: 86.05 g mol⁻¹
**E_LUMO**: 0.42 eV
**Total energy**: -9176.648 eV
**Spin multiplicity**: 1